14
Properties=species:S:1:pos:R:3:mulliken_charge:R:1 method="wB97M-V/def2-TZVPD" spin_multiplicity=1 gap_ev=8.12 de_lowest_ev=4.691 lumo_ev=0.28
C 1.09 0.59 0.33 -0.358
C 0.98 -0.84 -0.13 -0.416
C -0.41 -0.88 -0.76 -0.539
O -1.45 -0.65 0.16 -0.436
C -1.36 0.70 0.52 -0.220
C -0.12 1.32 0.33 -0.827
H 1.53 0.72 1.31 0.448
H 1.72 1.24 -0.25 0.299
H 1.06 -1.57 0.67 0.324
H 1.74 -1.07 -0.89 0.281
H -0.65 -1.80 -1.29 0.381
H -1.68 0.88 1.54 0.435
H -2.05 1.34 -0.02 0.296
H -0.40 0.01 -1.52 0.331

221
Properties=species:S:1:pos:R:3:mulliken_charge:R:1 method="wB97M-V/def2-TZVPD" spin_multiplicity=1 gap_ev=8.76 de_lowest_ev=4.698 lumo_ev=0.47
C 4.07 -4.98 3.32 -1.391
C 3.65 -3.59 2.83 0.761
C 4.64 -2.43 3.10 -1.103
O 4.21 -1.19 2.41 -0.296
C 3.23 -0.36 3.09 -0.671
N 3.55 -3.79 1.37 0.049
H 4.38 -4.89 4.36 0.471
H 4.99 -5.28 2.82 0.319
H 3.28 -5.72 3.24 0.192
H 2.66 -3.33 3.22 0.141
H 5.68 -2.67 2.86 0.281
H 4.68 -2.23 4.17 0.438
H 3.25 0.63 2.64 -0.125
H 3.35 -0.43 4.17 0.646
H 2.22 -0.75 2.97 0.331
H 3.49 -2.91 0.86 -0.400
H 4.43 -4.18 1.06 0.355
C -5.12 2.45 -0.53 -1.454
C -3.80 1.90 0.06 0.400
C -3.72 0.49 0.54 0.016
O -4.52 0.19 1.68 -0.527
C -4.39 -1.22 1.99 -0.582
N -2.77 2.14 -0.90 0.286
H -5.41 2.08 -1.51 0.215
H -5.00 3.53 -0.46 0.415
H -5.95 2.17 0.13 0.414
H -3.42 2.46 0.92 0.501
H -2.66 0.35 0.76 -0.429
H -3.97 -0.10 -0.34 0.513
H -5.06 -1.37 2.84 0.432
H -3.40 -1.66 2.08 0.149
H -4.80 -1.78 1.15 0.229
H -1.93 1.66 -0.62 -0.449
H -3.18 1.58 -1.64 -0.117
C -3.40 -3.65 -3.25 -1.456
C -4.04 -3.43 -4.66 1.006
C -4.74 -4.72 -5.16 -0.974
O -3.75 -5.63 -5.47 -0.226
C -4.20 -6.80 -6.10 -0.842
N -5.04 -2.34 -4.57 -0.536
H -4.20 -3.80 -2.53 0.374
H -2.83 -2.81 -2.85 -0.158
H -2.77 -4.53 -3.12 0.511
H -3.20 -3.09 -5.27 0.073
H -5.46 -4.60 -5.97 0.490
H -5.37 -5.09 -4.35 0.384
H -4.72 -6.51 -7.01 0.341
H -4.91 -7.38 -5.52 0.316
H -3.33 -7.42 -6.26 0.219
H -5.65 -2.57 -5.34 0.285
H -5.70 -2.51 -3.83 0.231
C 3.88 -0.34 -2.77 -1.276
C 4.46 -0.07 -1.38 0.165
C 3.89 1.24 -0.69 0.536
O 4.31 2.47 -1.24 -0.389
C 5.66 2.85 -1.13 -0.775
N 4.17 -1.21 -0.57 -0.312
H 2.80 -0.34 -2.66 -0.035
H 4.15 -1.25 -3.31 0.357
H 4.02 0.49 -3.47 0.457
H 5.53 0.16 -1.39 0.659
H 4.12 1.36 0.36 0.412
H 2.81 1.19 -0.80 -0.709
H 5.81 3.86 -1.50 0.331
H 6.40 2.19 -1.58 0.272
H 5.90 2.71 -0.08 0.335
H 4.57 -1.22 0.36 0.276
H 3.17 -1.31 -0.40 -0.168
C -0.82 4.95 -2.17 -1.148
C -1.50 5.90 -1.17 1.618
C -1.53 7.32 -1.59 -1.155
O -0.17 7.77 -1.80 -0.458
C 0.57 7.92 -0.57 -0.377
N -2.81 5.34 -0.94 -0.675
H 0.21 5.21 -2.45 0.360
H -1.46 5.01 -3.05 0.406
H -0.86 3.93 -1.79 0.144
H -1.00 5.78 -0.21 -0.788
H -2.20 7.75 -0.84 0.413
H -2.02 7.41 -2.55 0.462
H 1.38 8.64 -0.72 0.346
H 0.94 6.99 -0.14 0.087
H -0.08 8.28 0.23 0.203
H -3.33 5.51 -1.79 0.276
H -2.83 4.34 -0.81 0.131
C -0.99 -1.58 -0.53 -0.137
C 0.44 -1.04 -0.43 0.625
C 0.68 0.08 0.61 1.341
O 0.19 1.27 0.03 -0.359
C 0.15 2.36 0.93 0.026
N 1.33 -2.12 -0.04 0.613
H -1.62 -0.86 -1.07 -0.724
H -1.40 -1.78 0.45 0.030
H -1.00 -2.43 -1.21 0.462
H 0.77 -0.60 -1.37 -0.375
H 1.73 0.11 0.90 -0.567
H 0.18 -0.20 1.54 -0.496
H 1.00 2.56 1.59 0.035
H -0.71 2.41 1.60 0.044
H 0.16 3.35 0.47 0.017
H 1.13 -2.92 -0.63 -0.534
H 1.13 -2.40 0.91 0.227
C 1.00 -3.05 -3.88 -0.508
C 1.05 -4.54 -3.83 0.292
C 1.82 -5.14 -5.01 -1.066
O 1.62 -6.53 -4.93 -0.332
C 2.82 -7.21 -4.64 -0.705
N 1.53 -4.97 -2.56 -0.249
H 0.46 -2.77 -4.79 0.560
H 1.96 -2.54 -3.82 0.135
H 0.40 -2.60 -3.09 -0.357
H 0.04 -4.88 -4.05 -0.056
H 2.85 -4.79 -4.92 0.454
H 1.35 -4.83 -5.94 0.399
H 2.62 -8.28 -4.69 0.231
H 3.15 -6.92 -3.64 0.318
H 3.62 -7.00 -5.35 0.333
H 1.66 -5.97 -2.56 -0.144
H 2.49 -4.67 -2.42 0.260
C -6.06 -4.38 3.20 -1.291
C -6.14 -4.58 1.62 0.618
C -4.86 -5.27 1.04 -0.853
O -3.66 -4.51 1.14 -0.097
C -2.52 -5.19 0.72 -0.731
N -7.29 -5.43 1.38 -0.730
H -5.09 -3.93 3.41 0.254
H -6.10 -5.36 3.69 0.443
H -6.83 -3.68 3.52 0.304
H -6.31 -3.58 1.23 0.153
H -5.07 -5.54 0.01 0.312
H -4.71 -6.20 1.58 0.315
H -1.72 -4.45 0.76 -0.059
H -2.64 -5.67 -0.26 0.324
H -2.36 -5.93 1.50 0.475
H -7.30 -5.71 0.41 0.254
H -7.16 -6.30 1.89 0.314
C 1.92 2.61 4.83 -0.211
C 0.93 2.20 5.95 0.318
C -0.02 1.01 5.55 -0.779
O -0.60 1.35 4.33 -0.060
C -1.60 0.42 3.87 -1.074
N 1.65 1.94 7.18 -0.733
H 1.34 3.03 4.00 -0.173
H 2.55 1.83 4.41 -0.282
H 2.69 3.30 5.16 0.537
H 0.27 3.06 6.06 0.164
H -0.90 0.88 6.18 0.486
H 0.48 0.07 5.34 0.220
H -2.24 -0.01 4.64 0.614
H -1.24 -0.43 3.29 0.172
H -2.21 1.04 3.21 0.164
H 0.95 1.68 7.86 0.283
H 2.05 2.80 7.53 0.265
C 3.89 8.37 2.09 -1.252
C 3.91 7.48 3.29 1.773
C 4.41 6.01 3.08 -1.031
O 3.64 5.43 2.05 -0.183
C 3.98 4.08 1.86 -0.515
N 4.45 8.17 4.45 -0.744
H 4.87 8.33 1.60 0.428
H 3.73 9.43 2.29 0.362
H 3.17 8.02 1.36 0.071
H 2.88 7.24 3.58 -0.690
H 4.36 5.33 3.93 0.299
H 5.47 5.95 2.82 0.367
H 4.93 4.13 1.33 0.297
H 3.30 3.58 1.17 -0.062
H 4.07 3.43 2.73 0.383
H 5.46 8.22 4.42 0.263
H 4.33 7.69 5.34 0.233
C 0.33 -7.50 1.41 -1.626
C 1.52 -6.68 0.78 1.440
C 2.05 -7.64 -0.33 -1.459
O 3.27 -7.26 -0.94 -0.115
C 4.44 -7.36 -0.06 -0.658
N 1.14 -5.36 0.38 0.152
H -0.26 -6.96 2.15 0.327
H 0.71 -8.44 1.80 0.484
H -0.35 -7.73 0.59 0.338
H 2.31 -6.66 1.53 -0.470
H 1.39 -7.51 -1.19 0.354
H 2.16 -8.68 -0.03 0.533
H 4.43 -8.29 0.52 0.367
H 4.65 -6.56 0.64 0.051
H 5.36 -7.47 -0.63 0.310
H 1.32 -5.21 -0.60 0.295
H 1.76 -4.69 0.82 0.129
C -1.46 -0.31 -4.02 -0.099
C -2.71 0.39 -4.58 0.385
C -3.02 0.12 -6.09 -1.002
O -1.93 0.41 -6.89 -0.421
C -1.59 1.79 -6.83 -0.687
N -3.86 0.17 -3.70 -0.242
H -1.26 -0.09 -2.97 -0.207
H -0.61 0.12 -4.55 0.542
H -1.38 -1.39 -4.14 -0.359
H -2.58 1.47 -4.49 0.466
H -3.99 0.47 -6.44 0.569
H -3.18 -0.95 -6.28 0.041
H -1.17 2.21 -5.91 0.243
H -2.41 2.34 -7.29 0.335
H -0.76 1.99 -7.51 0.274
H -4.00 -0.83 -3.71 -0.311
H -4.68 0.48 -4.19 0.353
C 0.21 10.47 3.37 -1.350
C -0.57 9.19 3.37 0.281
C 0.29 7.91 3.13 -0.369
O -0.42 6.70 2.95 -0.476
C 0.36 5.49 2.89 -0.549
N -1.30 9.08 4.60 -0.765
H -0.39 11.36 3.54 0.401
H 0.59 10.52 2.35 0.294
H 1.10 10.34 4.00 0.282
H -1.21 9.23 2.48 0.317
H 0.86 7.68 4.03 0.524
H 1.03 7.98 2.34 -0.085
H 0.90 5.29 3.81 0.517
H 1.05 5.44 2.05 0.006
H -0.38 4.70 2.74 0.310
H -1.90 8.30 4.37 0.295
H -1.96 9.84 4.61 0.298

42
Properties=species:S:1:pos:R:3:mulliken_charge:R:1 method="wB97M-V/def2-TZVPD" charge=-3 spin_multiplicity=1 gap_ev=8.60 de_lowest_ev=0.474 lumo_ev=5.41
Na 4.16 11.10 -0.49 0.956
P 6.57 12.19 -3.03 1.260
F 7.69 11.90 -4.15 -0.420
F 5.97 13.19 -4.17 -0.407
F 5.67 10.95 -3.64 -0.363
F 5.31 12.46 -1.98 -0.423
F 7.32 11.23 -2.00 -0.304
F 7.48 13.48 -2.59 -0.399
P 4.30 12.53 2.59 1.339
F 5.01 12.60 1.13 -0.447
F 3.47 11.23 2.09 -0.374
F 5.39 11.51 3.23 -0.347
F 3.56 12.53 4.02 -0.390
F 5.16 13.83 3.10 -0.420
F 3.05 13.48 2.12 -0.392
P 7.48 8.97 1.15 1.292
F 8.80 8.02 1.49 -0.413
F 8.30 10.37 1.21 -0.408
F 7.84 8.83 -0.44 -0.348
F 6.21 9.98 0.87 -0.283
F 6.56 7.67 1.13 -0.383
F 7.20 9.15 2.66 -0.374
P 3.54 8.30 -2.34 1.308
F 4.94 8.95 -1.68 -0.379
F 2.86 9.75 -2.65 -0.349
F 4.12 8.21 -3.86 -0.415
F 2.06 7.68 -2.79 -0.439
F 4.15 6.78 -2.16 -0.380
F 3.14 8.42 -0.79 -0.330
C -1.06 9.89 -3.06 -1.172
C -0.82 10.68 -1.77 0.441
C -0.16 9.78 -0.65 -0.619
O 0.90 10.49 -0.16 -0.177
C 1.12 11.56 -0.99 0.701
O 2.04 12.33 -0.81 -0.553
O 0.25 11.49 -2.03 -0.345
H -0.27 9.14 -3.06 0.181
H -0.98 10.41 -4.01 0.306
H -1.98 9.32 -2.98 0.370
H -1.69 11.28 -1.49 0.320
H 0.20 8.81 -0.99 0.301
H -0.88 9.56 0.12 0.279

188
Properties=species:S:1:pos:R:3:mulliken_charge:R:1 method="wB97M-V/def2-TZVPD" smiles=COC[C@H](C)N.COCCNCCOC.COCCNCCOC.COCCNCCOC.COCCNCCOC.COCCNCCOC.COCCNCCOC.CCO.CCO.CCO spin_multiplicity=1 gap_ev=8.59 de_lowest_ev=6.382 lumo_ev=0.29
C 3.79 21.65 17.67 -0.748
O 2.73 20.68 17.63 -0.290
C 1.64 21.00 16.78 -0.766
C 0.43 20.04 16.74 0.600
C 0.77 18.68 16.30 -1.380
N -0.70 20.52 15.90 -0.761
H 3.64 22.60 18.19 0.319
H 4.02 21.98 16.65 0.249
H 4.76 21.25 17.96 0.292
H 1.25 22.01 16.88 0.403
H 2.14 21.05 15.81 0.307
H 0.00 19.92 17.74 0.244
H 1.79 18.41 16.57 0.308
H 0.81 18.70 15.21 0.344
H 0.02 17.92 16.52 0.348
H -0.39 20.50 14.94 0.258
H -1.51 19.93 15.82 0.278
C 9.25 10.32 21.52 -0.797
O 8.23 11.07 20.92 -0.302
C 8.55 12.48 20.83 -0.777
C 7.41 13.24 20.03 -0.322
N 7.37 12.64 18.76 -0.433
C 6.34 13.10 17.77 -0.556
C 6.51 14.64 17.57 -0.417
O 5.94 15.01 16.27 -0.388
C 6.17 16.39 15.94 -0.734
H 10.13 10.20 20.89 0.308
H 8.86 9.34 21.82 0.268
H 9.59 10.69 22.49 0.310
H 9.53 12.57 20.37 0.390
H 8.63 12.98 21.80 0.418
H 7.71 14.28 20.12 0.382
H 6.51 12.93 20.57 0.195
H 7.13 11.68 18.95 0.268
H 5.42 12.87 18.30 0.298
H 6.52 12.52 16.87 0.319
H 7.57 14.89 17.51 0.371
H 6.02 15.23 18.34 0.358
H 6.31 17.04 16.81 0.300
H 5.31 16.80 15.42 0.270
H 7.05 16.42 15.30 0.274
C 0.06 20.67 32.61 -0.695
O -0.97 20.36 31.72 -0.347
C -0.48 19.38 30.75 -0.482
C -1.49 19.03 29.61 -0.690
N -0.88 18.50 28.35 -0.439
C -0.32 19.55 27.47 -0.389
C -0.01 19.03 26.06 -0.769
O -1.24 18.93 25.26 -0.327
C -1.09 19.41 23.95 -0.628
H -0.27 21.36 33.39 0.263
H 0.89 21.18 32.11 0.283
H 0.38 19.73 33.07 0.293
H -0.37 18.48 31.35 0.305
H 0.54 19.58 30.43 0.377
H -2.22 19.76 29.26 0.434
H -2.15 18.25 29.99 0.362
H -1.56 17.97 27.83 0.275
H 0.64 19.84 27.88 0.273
H -0.96 20.43 27.39 0.301
H 0.43 18.03 26.01 0.354
H 0.78 19.59 25.58 0.488
H -2.06 19.18 23.50 0.212
H -0.23 18.77 23.76 0.293
H -0.76 20.44 23.84 0.254
C 7.89 26.26 14.87 -0.804
O 6.49 26.49 14.84 -0.276
C 6.15 27.81 14.81 -0.519
C 6.55 28.55 13.59 -0.778
N 5.94 27.86 12.39 -0.399
C 4.57 28.13 12.06 -0.492
C 4.07 26.85 11.31 -0.621
O 4.41 25.60 11.82 -0.383
C 3.67 25.08 12.92 -0.604
H 8.36 26.36 13.89 0.309
H 7.92 25.23 15.21 0.237
H 8.48 26.87 15.55 0.353
H 6.57 28.27 15.71 0.440
H 5.06 27.73 14.83 0.284
H 7.63 28.70 13.52 0.348
H 6.14 29.56 13.68 0.376
H 5.98 26.91 12.74 0.344
H 4.53 29.09 11.54 0.421
H 3.94 28.28 12.93 0.285
H 4.64 26.81 10.38 0.294
H 3.02 26.98 11.06 0.421
H 2.96 24.33 12.57 0.299
H 3.24 25.85 13.55 0.292
H 4.38 24.52 13.54 0.172
C -8.38 14.00 17.84 -0.825
O -7.59 15.00 17.29 -0.330
C -7.54 14.74 15.87 -0.649
C -6.57 13.53 15.62 -0.409
N -5.26 14.00 15.94 -0.214
C -4.30 12.90 15.87 -0.901
C -4.32 11.93 14.67 -0.669
O -4.14 12.49 13.24 -0.377
C -2.91 13.27 13.07 -0.643
H -9.39 13.99 17.44 0.343
H -8.67 14.31 18.84 0.321
H -7.94 13.03 18.07 0.264
H -7.16 15.68 15.47 0.263
H -8.45 14.60 15.29 0.438
H -6.58 13.41 14.54 0.298
H -6.87 12.60 16.10 0.263
H -5.25 14.45 16.85 0.229
H -4.49 12.20 16.69 0.448
H -3.32 13.33 16.03 0.515
H -5.20 11.30 14.81 0.428
H -3.54 11.21 14.91 0.425
H -2.75 13.69 12.08 0.256
H -2.11 12.57 13.32 0.301
H -2.94 14.10 13.77 0.226
C -10.54 22.91 6.50 -0.644
O -10.78 22.76 7.91 -0.378
C -10.04 23.55 8.82 -0.590
C -8.74 22.74 9.30 -0.638
N -8.41 23.13 10.64 -0.317
C -7.46 22.25 11.28 -0.658
C -6.80 22.98 12.51 -0.613
O -6.15 24.16 12.08 -0.353
C -5.53 24.98 13.09 -0.704
H -11.17 22.17 6.01 0.232
H -9.50 22.80 6.16 0.268
H -10.87 23.93 6.32 0.306
H -10.73 23.93 9.57 0.421
H -9.72 24.48 8.35 0.323
H -7.89 22.91 8.63 0.339
H -8.75 21.65 9.36 0.413
H -8.04 24.07 10.77 0.262
H -6.73 21.86 10.57 0.324
H -8.13 21.42 11.53 0.363
H -6.19 22.30 13.11 0.481
H -7.56 23.34 13.21 0.343
H -4.94 25.80 12.67 0.235
H -4.90 24.29 13.65 0.288
H -6.21 25.50 13.76 0.296
C 12.04 17.67 28.60 -0.681
O 11.80 18.29 27.37 -0.296
C 10.43 18.61 27.09 -0.650
C 10.37 19.40 25.73 -0.542
N 9.11 19.30 25.12 -0.390
C 8.68 20.21 24.03 -0.774
C 9.71 20.18 22.91 -0.396
O 9.30 19.25 21.83 -0.288
C 10.20 19.38 20.73 -0.720
H 13.10 17.46 28.75 0.226
H 11.44 16.75 28.59 0.290
H 11.71 18.32 29.40 0.285
H 10.08 19.12 27.99 0.358
H 9.80 17.72 27.10 0.360
H 11.01 18.85 25.04 0.308
H 10.77 20.39 25.94 0.317
H 9.10 18.36 24.76 0.305
H 8.67 21.22 24.44 0.350
H 7.71 19.84 23.71 0.332
H 10.76 20.03 23.18 0.409
H 9.66 21.22 22.60 0.356
H 10.09 20.38 20.32 0.303
H 10.00 18.62 19.98 0.246
H 11.25 19.31 21.03 0.293
C 2.02 15.14 20.08 -1.162
C 1.69 13.93 20.98 -0.145
O 0.70 13.22 20.32 -0.494
H 1.17 15.82 20.15 0.298
H 2.22 14.88 19.04 0.300
H 2.79 15.90 20.28 0.397
H 1.27 14.37 21.89 0.264
H 2.61 13.39 21.21 0.229
H 0.29 12.73 21.03 0.311
C -4.65 17.64 10.25 -0.867
C -3.63 18.04 11.39 -0.304
O -4.23 18.13 12.68 -0.488
H -5.40 16.95 10.63 0.269
H -4.08 17.22 9.42 0.322
H -5.11 18.47 9.71 0.249
H -3.21 18.99 11.05 0.262
H -2.75 17.40 11.45 0.278
H -4.28 17.24 13.03 0.274
C -6.81 20.05 19.38 -0.726
C -6.82 21.22 18.40 -0.315
O -7.05 22.45 19.14 -0.510
H -6.78 19.11 18.83 0.225
H -7.68 19.95 20.02 0.273
H -5.82 19.98 19.83 0.239
H -7.57 21.16 17.61 0.253
H -5.92 21.25 17.79 0.263
H -8.01 22.55 19.15 0.299